45
Properties=species:S:1:pos:R:3 method="wB97M-V/def2-TZVPD" max_force_ev_per_a=0.82 smiles="C=CCOc1c(CNc2cccc(C(=O)O)c2)cccc1OCC" total_energy_ha=-1092.31216 lumo_ev=0.68 e_above_lowest_ev=1.977 molar_mass_g_mol=327.38 orbital_gap_ev=8.5
C 1.3549 -1.6854 -2.6492
C 1.1502 -0.5559 -2.0004
C 2.2274 0.4385 -1.6867
O 2.0227 1.1235 -0.4609
C 1.6335 0.4152 0.6498
C 0.7504 1.0621 1.5171
C 0.2637 2.4653 1.2167
N -0.1909 2.6899 -0.1367
C -1.1628 1.9170 -0.7183
C -1.3509 1.9839 -2.1069
C -2.3479 1.2603 -2.7288
C -3.1888 0.4415 -1.9952
C -3.0162 0.3661 -0.6152
C -3.8716 -0.4933 0.2250
O -3.7763 -0.6059 1.4239
O -4.8032 -1.1726 -0.4693
C -2.0176 1.0974 0.0188
C 0.3221 0.4224 2.6722
C 0.7515 -0.8542 2.9630
C 1.6403 -1.4957 2.1190
C 2.1087 -0.8716 0.9709
O 3.0254 -1.4200 0.1164
C 3.5057 -2.7297 0.3335
C 4.6246 -2.7838 1.3705
H 0.5496 -2.3639 -2.8712
H 2.3356 -1.9729 -2.9913
H 0.1606 -0.2822 -1.6585
H 3.2122 -0.0399 -1.7085
H 2.2146 1.2402 -2.4374
H -0.5530 2.7093 1.9040
H 1.0785 3.1716 1.4001
H 0.5350 2.9843 -0.7723
H -0.6941 2.6120 -2.6929
H -2.4655 1.3296 -3.8003
H -3.9636 -0.1331 -2.4750
H -5.3280 -1.7122 0.1418
H -1.9193 0.9971 1.0867
H -0.3614 0.9280 3.3374
H 0.4031 -1.3577 3.8513
H 1.9728 -2.4885 2.3748
H 3.8955 -3.0385 -0.6414
H 2.6848 -3.4054 0.6006
H 4.9933 -3.8023 1.4577
H 4.2736 -2.4492 2.3433
H 5.4422 -2.1370 1.0621

***

47
Properties=species:S:1:pos:R:3 method="wB97M-V/def2-TZVPD" max_force_ev_per_a=0.74 smiles="COc1ccc([C@H](CC(=O)O)NC(=O)COc2ccccc2)cc1OC" total_energy_ha=-1242.82435 lumo_ev=0.66 e_above_lowest_ev=1.394 molar_mass_g_mol=359.38 orbital_gap_ev=8.9
C 5.2801 -1.4686 -2.8193
O 4.9159 -0.6633 -1.7265
C 3.7769 -0.9690 -1.0497
C 2.9270 -2.0191 -1.3434
C 1.7821 -2.2457 -0.5877
C 1.4761 -1.4272 0.4799
C 0.2350 -1.5739 1.3264
C -0.4699 -2.9414 1.2085
C -1.6434 -2.9242 2.1598
O -2.7673 -2.6267 1.8532
O -1.2825 -3.2507 3.3986
N -0.6966 -0.5152 0.9861
C -1.4804 0.0651 1.9087
O -1.3733 -0.1162 3.1041
C -2.5461 0.9964 1.3366
O -2.2955 1.2526 -0.0251
C -3.1852 2.0212 -0.7238
C -4.3382 2.5859 -0.1936
C -5.1645 3.3468 -1.0052
C -4.8560 3.5529 -2.3364
C -3.7042 2.9902 -2.8640
C -2.8735 2.2302 -2.0673
C 2.3290 -0.3639 0.7830
C 3.4679 -0.1209 0.0402
O 4.3507 0.8872 0.2665
C 4.1053 1.7613 1.3407
H 4.5222 -1.4440 -3.6095
H 5.4543 -2.5064 -2.5159
H 6.2084 -1.0448 -3.1991
H 3.1408 -2.6796 -2.1681
H 1.1482 -3.0759 -0.8526
H 0.4911 -1.4176 2.3823
H 0.2238 -3.7321 1.4883
H -0.8435 -3.0891 0.1957
H -2.0158 -3.1101 4.0178
H -0.9036 -0.3502 0.0124
H -3.5109 0.4882 1.4752
H -2.5507 1.9217 1.9272
H -4.6032 2.4421 0.8419
H -6.0589 3.7811 -0.5836
H -5.5061 4.1473 -2.9599
H -3.4519 3.1448 -3.9026
H -1.9727 1.7867 -2.4623
H 2.0741 0.2707 1.6167
H 3.1595 2.2987 1.2159
H 4.0972 1.2308 2.2984
H 4.9282 2.4742 1.3312

***

77
Properties=species:S:1:pos:R:3 method="wB97M-V/def2-TZVPD" max_force_ev_per_a=10.56 total_charge=+1 total_energy_ha=-8894.59296 lumo_ev=-8.93 molar_mass_g_mol=1051.99 orbital_gap_ev=1.2
C 1.5564 -2.7099 2.3726
C 0.2096 -1.8178 2.6148
O -0.8195 -2.5097 2.9141
N 0.2728 -0.3462 2.5661
C -0.2361 0.2111 3.8441
C -0.2608 0.2724 1.3262
C -0.3068 -0.9637 0.2622
N -0.2351 -1.8280 -0.5895
C -1.7678 0.8236 1.3941
C -2.8537 -0.3236 1.8337
C -4.2812 0.4835 1.9089
C -5.3121 -0.0085 0.7547
S -5.8353 1.3888 -0.3581
O -6.7311 2.3328 0.3931
O -4.5930 2.1484 -0.8051
O -6.5942 0.7063 -1.7183
C 0.8036 1.3403 0.6537
C 2.0368 0.3349 0.2774
N 2.9760 -0.3787 -0.0331
C 1.4557 2.2900 1.8034
Cl 0.3184 3.5528 2.4884
C 2.8228 3.0568 1.3206
C 4.0502 2.6522 2.3330
Cl 2.5925 4.8820 1.5818
S 0.1307 2.2363 -0.8269
O -0.8454 3.3549 -0.4416
O -0.7501 1.3646 -1.7285
C 1.3302 3.0391 -1.9852
F 0.4979 3.6142 -3.0258
F 1.9994 4.2091 -1.4547
C 2.3830 2.1200 -2.7641
F 3.5811 1.8132 -2.0022
F 2.8969 2.9766 -3.8223
C 1.8044 0.8433 -3.5456
F 1.4786 -0.2740 -2.7404
F 2.8776 0.3985 -4.4173
F 0.7078 1.0989 -4.3953
H 1.2237 -3.7773 2.0935
H 2.1762 -2.2576 1.5103
H 2.1647 -2.7581 3.3617
H -0.5803 1.2976 3.8357
H -1.0923 -0.4004 4.3399
H 0.6351 0.1562 4.6147
H -1.8521 1.7212 2.1287
H -2.1852 1.2194 0.3930
H -2.6796 -0.7204 2.8909
H -2.9457 -1.1619 1.0543
H -4.7691 0.2643 2.9393
H -4.1190 1.6337 1.8749
H -4.8900 -0.9100 0.1547
H -6.2772 -0.3583 1.3186
H -5.8590 0.2414 -2.2033
H 1.8079 1.6819 2.7310
H 3.1850 2.7876 0.2733
H 4.7989 3.5574 2.3368
H 3.6487 2.5981 3.4239
H 4.5906 1.6904 2.0175
Be -6.9289 -1.7273 0.4224
C 5.5571 -0.8656 -3.7371
Cl 6.2571 -0.5328 -5.3240
Cl 5.5122 -2.6090 -3.4293
Cl 6.4710 -0.0355 -2.4646
H 4.5355 -0.4892 -3.7267
O 3.0040 -3.1705 -5.5499
H 2.7951 -2.2678 -5.3029
C -5.6435 -4.7990 1.9865
O -6.0013 -5.0712 3.1262
O -5.1848 -3.6938 1.6185
O -5.6811 -5.5820 1.0174
Be 3.7023 -1.0838 1.8750
Br 5.6832 5.2448 1.7332
Mg 5.7536 -2.6940 0.5753
F -2.4937 -3.4027 -3.5738
Al -0.8360 -3.9044 -3.9811
F 0.0944 -4.1455 -2.4819
F -0.0559 -2.6375 -4.9604
F -0.8820 -5.4225 -4.9007

***

57
Properties=species:S:1:pos:R:3 method="wB97M-V/def2-TZVPD" max_force_ev_per_a=2.42 total_charge=+2 total_energy_ha=-2802.97586 lumo_ev="-9.05 / -9.45" e_above_lowest_ev=1.863 molar_mass_g_mol=531.19 orbital_gap_ev="4.7 / 4.3"
Ti 0.1105 -1.0502 -0.0289
C 0.5538 1.3976 3.3374
C 0.1160 0.1712 2.9113
N 0.4444 -0.0050 1.6029
N 1.0967 1.1355 1.1987
C 1.1706 1.9740 2.2279
B 1.9467 1.1656 -0.1593
N 2.8098 -0.1489 -0.1345
C 4.1169 -0.4221 -0.2370
C 4.3124 -1.7906 -0.1847
C 3.0453 -2.3207 -0.0519
N 2.1334 -1.3392 -0.0153
N 0.9476 0.9621 -1.4185
C 0.7037 1.8100 -2.4279
C 0.0897 1.1275 -3.4688
C -0.0315 -0.1749 -3.0298
N 0.5077 -0.2856 -1.8035
N 2.6310 2.4666 -0.2578
C 3.9196 2.9242 -0.2672
C 3.8813 4.2877 -0.2873
C 2.5088 4.6079 -0.2886
N 1.7580 3.5275 -0.2667
H 0.4402 1.8281 4.3160
H -0.4056 -0.5934 3.4620
H 1.6490 2.9318 2.1100
H 4.8470 0.3572 -0.3458
H 5.2474 -2.3182 -0.2335
H 2.7492 -3.3553 0.0204
H 0.9911 2.8446 -2.3342
H -0.2189 1.5296 -4.4169
H -0.4606 -1.0359 -3.5185
H 4.7768 2.2790 -0.2604
H 4.7191 4.9604 -0.3011
H 2.0444 5.5799 -0.3043
N -0.1733 -3.1054 0.0863
C -1.5753 -2.9076 0.3217
C -2.4655 -3.4531 -0.6159
C -3.7669 -3.0324 -0.4935
C -4.1357 -2.1067 0.5206
C -3.2558 -1.7492 1.5351
C -1.9426 -2.1437 1.4244
S -5.6411 -1.1816 0.3274
O -5.6143 -0.2787 1.4554
O -6.6833 -2.1644 0.2696
O -5.2344 -0.5845 -0.9464
H 0.0321 -3.6495 -0.7540
H 0.3395 -3.5867 0.8307
H -2.1269 -4.0656 -1.4406
H -4.5265 -3.3254 -1.2078
H -3.6194 -1.0879 2.3109
H -1.1944 -1.8576 2.1554
C -2.2585 1.2327 0.0353
O -1.7906 -0.1088 -0.3560
H -3.3238 1.1499 0.2510
H -2.0622 1.9285 -0.7766
H -1.7064 1.5026 0.9312
H -2.4264 -0.4524 -1.0084